Formula: C50H38BrIMoO3S8
Source: the Open Molecules 2025 dataset
Level of theory: wB97M-V/def2-TZVPD

The geometry in XYZ format:
```
102
C50H38BrIMoO3S8 | the Open Molecules 2025 dataset | wB97M-V/def2-TZVPD
Mo -0.7260 -0.9838 0.1180
C 2.7645 5.2046 -5.1989
C 2.1602 4.1319 -4.3469
C 2.5650 3.9893 -3.0206
C 2.0499 2.9903 -2.2140
C 1.1033 2.1138 -2.7354
C 0.6604 2.2607 -4.0421
C 1.1895 3.2612 -4.8384
S 0.4191 0.7257 -1.7808
O 1.0655 1.2648 -0.3797
C 1.6356 -0.3708 -2.5907
C 2.8898 -0.3632 -1.9654
C 4.0467 -0.5665 -2.6646
C 3.9933 -0.4831 -4.0696
C 5.1527 -0.2636 -4.8454
C 5.0591 -0.0358 -6.1893
C 3.7957 0.0050 -6.8027
C 2.6606 -0.2575 -6.0841
C 2.7226 -0.5598 -4.7037
C 1.5261 -0.8369 -3.9295
C 0.4280 -1.5751 -4.5885
C 0.6366 -2.3264 -5.8141
C 1.8780 -2.8838 -6.2021
C 2.0238 -3.5435 -7.3932
C 0.9428 -3.6822 -8.2798
C -0.2959 -3.2629 -7.8892
C -0.4908 -2.6463 -6.6313
C -1.7983 -2.4664 -6.1393
C -1.9672 -2.1462 -4.8218
C -0.8670 -1.7297 -4.0649
S -0.9471 -1.6288 -2.2972
O -2.5452 -1.6742 -2.0691
C -0.2718 -3.2245 -1.9617
C 0.4052 -3.2123 -0.7550
C 1.1798 -4.2470 -0.3081
C 1.2846 -5.3817 -1.1236
C 2.1597 -6.5135 -0.6863
C 0.5624 -5.4237 -2.3186
C -0.1962 -4.3522 -2.7658
H 3.8288 5.3018 -4.9913
H 2.3082 6.1708 -4.9766
H 2.6260 5.0045 -6.2587
H 3.2964 4.6715 -2.6071
H 2.3779 2.8880 -1.1911
H -0.0917 1.5889 -4.4424
H 0.8386 3.3693 -5.8563
H 2.9375 -0.1788 -0.9014
H 4.9948 -0.6482 -2.1522
H 6.1126 -0.2312 -4.3482
H 5.9460 0.1503 -6.7776
H 3.7207 0.2545 -7.8521
H 1.7001 -0.1910 -6.5726
H 2.7224 -2.8340 -5.5322
H 2.9799 -3.9784 -7.6492
H 1.0843 -4.1576 -9.2394
H -1.1614 -3.4365 -8.5136
H -2.6453 -2.7052 -6.7668
H -2.9319 -2.1991 -4.3380
H 0.1697 -2.3158 -0.1503
H 1.6908 -4.1991 0.6445
H 3.1697 -6.1533 -0.4895
H 2.2070 -7.2925 -1.4427
H 1.7807 -6.9514 0.2380
H 0.5969 -6.3206 -2.9224
H -0.7273 -4.4018 -3.7072
S 2.7145 5.3511 4.0118
C 2.3231 3.9366 3.3054
S 3.4034 2.5570 3.2573
C 2.3108 1.5948 2.3201
C 1.1117 2.0962 1.9634
S 0.4767 0.5793 1.0410
S 0.7723 3.6995 2.5091
S 2.4254 -0.0359 1.7098
Br -0.4173 -0.3034 4.4385
C -1.7419 -1.6380 4.7104
C -2.5001 -1.5628 5.8689
C -3.3922 -2.5738 6.1784
C -3.5493 -3.6501 5.3252
C -2.8443 -3.7004 4.1369
C -1.9225 -2.7050 3.8157
I -0.8234 -2.9891 2.0233
H -2.3740 -0.7302 6.5462
H -3.9619 -2.5182 7.0951
H -4.2225 -4.4570 5.5771
H -2.9833 -4.5179 3.4436
C -4.7358 -0.9266 -1.2600
S -3.1377 -1.3444 -0.5123
O -3.3971 -2.5169 0.2608
C -2.8617 0.1936 0.3471
C -2.4198 1.3093 -0.3363
C -2.1726 2.4664 0.3921
C -2.4529 2.4947 1.7534
C -2.9616 1.3711 2.4026
C -3.1229 0.1830 1.7085
H -5.4176 -0.6617 -0.4553
H -5.1445 -1.7735 -1.8046
H -4.5912 -0.0769 -1.9236
H -2.2053 1.2387 -1.3938
H -1.7650 3.3365 -0.1041
H -2.2701 3.3973 2.3200
H -3.2116 1.4083 3.4533
H -3.4118 -0.7431 2.1874
```

The HOMO-LUMO gap (spin up / spin down) comes out at 5.0 / 5.6 eV. As for the total energy: -8278.1780 hartree. Its net charge is +2. Its spin multiplicity is 3.

Formula: C16H48O16
Source: the Open Molecules 2025 dataset
Level of theory: wB97M-V/def2-TZVPD

The geometry in XYZ format:
```
80
C16H48O16 | the Open Molecules 2025 dataset | wB97M-V/def2-TZVPD
O 1.6618 2.4353 4.6546
C 1.6448 3.7671 5.1319
C 2.7553 3.8668 6.1513
O 3.8037 4.6014 5.6218
H 2.4083 2.4937 4.0539
H 1.5723 4.4800 4.3106
H 0.7483 3.8331 5.7484
H 3.0075 2.8916 6.5678
H 2.4198 4.4787 6.9887
H 4.3058 4.9493 6.3623
O 5.2898 -2.0825 -8.1320
C 5.4149 -1.6480 -6.7649
C 4.1445 -1.2988 -6.0527
O 3.5771 -0.0299 -6.4736
H 4.6833 -1.5040 -8.6001
H 5.8826 -2.4683 -6.2204
H 6.0480 -0.7626 -6.8219
H 4.2324 -1.2622 -4.9668
H 3.3590 -2.0541 -6.0771
H 3.4364 -0.0351 -7.4232
O -3.3610 -0.5975 9.0982
C -3.3757 -0.8864 7.6950
C -2.5492 0.0579 6.8543
O -2.5592 -0.2387 5.4872
H -3.7497 -1.3298 9.5822
H -3.2005 -1.9530 7.5544
H -4.3743 -0.7980 7.2672
H -1.5054 -0.0257 7.1568
H -3.0295 1.0357 6.8900
H -1.8208 0.2496 5.1159
O -1.5075 -5.6653 -3.3392
C -2.1717 -4.6082 -2.8707
C -2.9690 -5.1684 -1.6007
O -3.8724 -4.2484 -0.9968
H -1.0058 -5.3246 -4.0834
H -1.5166 -3.7868 -2.5803
H -2.8793 -4.2861 -3.6347
H -2.3141 -5.4821 -0.7877
H -3.5977 -5.9713 -1.9855
H -3.6795 -4.1226 -0.0648
O -4.2869 -1.6256 -9.5378
C -3.3893 -1.2545 -8.5167
C -1.9585 -1.9956 -8.5770
O -1.4208 -1.9269 -9.8959
H -4.0355 -1.0667 -10.2768
H -3.2339 -0.1757 -8.5292
H -3.7414 -1.5237 -7.5209
H -2.1441 -3.0603 -8.4356
H -1.1677 -1.6722 -7.9000
H -1.3291 -2.8005 -10.2832
O -3.3790 4.8756 3.3532
C -4.6026 4.7543 2.5806
C -6.0108 4.7126 3.3454
O -6.3224 3.4040 3.8415
H -3.5197 5.6255 3.9359
H -4.6962 5.5610 1.8536
H -4.5010 3.7692 2.1252
H -6.9004 5.1783 2.9211
H -5.9243 5.3250 4.2429
H -6.0062 3.2737 4.7385
O 5.1633 0.4894 2.5635
C 5.4797 -0.5589 3.4834
C 6.7449 -1.3265 3.0381
O 7.8568 -0.5080 3.3017
H 5.9576 1.0265 2.5159
H 5.4982 -0.0670 4.4559
H 4.6937 -1.3091 3.5695
H 6.7620 -1.6040 1.9842
H 6.7194 -2.2420 3.6291
H 8.5056 -1.0733 3.7272
O -0.8930 0.3735 -2.9827
C -0.8277 1.0205 -1.7577
C 0.1983 0.4190 -0.8112
O 1.5435 0.4091 -1.3447
H 0.0447 0.2800 -3.1659
H -0.5502 2.0064 -2.1306
H -1.8137 1.0665 -1.2952
H -0.2306 -0.5627 -0.6101
H 0.1869 0.8931 0.1702
H 2.1740 0.3881 -0.6211
```

The HOMO-LUMO gap comes out at 10.1 eV. As for the total energy: -1841.9613 hartree. Its net charge is 0.

Formula: C41H49IrN2O6PS3
Source: the Open Molecules 2025 dataset
Level of theory: wB97M-V/def2-TZVPD

The geometry in XYZ format:
```
103
C41H49IrN2O6PS3 | the Open Molecules 2025 dataset | wB97M-V/def2-TZVPD
Ir 0.4390 -0.1874 0.3984
C -0.0699 5.3582 2.5131
C 0.6975 5.1193 1.2146
N -0.1533 4.5749 0.1770
C -0.8635 5.5247 -0.6651
C -0.0724 5.9177 -1.9088
C -0.3579 3.2786 0.0072
S 0.3369 2.1986 1.1998
N -1.1536 2.9181 -0.9654
C -1.4307 1.7712 -1.5559
O -0.8885 0.6648 -1.3670
C -2.4823 1.9197 -2.6008
C -2.4682 3.0308 -3.4430
C -3.4608 3.1885 -4.3931
C -4.4570 2.2323 -4.5179
C -4.4730 1.1297 -3.6793
C -3.4861 0.9644 -2.7234
H 0.6002 5.7861 3.2524
H -0.4615 4.4207 2.9000
H -0.8959 6.0469 2.3568
H 1.5232 4.4275 1.3974
H 1.1059 6.0606 0.8409
H -1.0705 6.4113 -0.0642
H -1.8065 5.0640 -0.9678
H 0.9037 6.3204 -1.6507
H -0.6247 6.6833 -2.4465
H 0.0643 5.0633 -2.5664
H -1.6705 3.7529 -3.3579
H -3.4638 4.0537 -5.0377
H -5.2315 2.3477 -5.2581
H -5.2609 0.3992 -3.7595
H -3.5133 0.1264 -2.0427
O -0.2887 -2.3259 -0.1926
S -0.5110 -3.6880 -0.7786
C -2.0617 -4.3687 0.0036
C -2.7955 -3.3549 0.8653
C -2.1720 -3.1907 2.2537
C -2.9125 -2.1704 3.1063
S -2.3019 -0.4260 2.8379
O -1.5172 -0.4844 1.5657
C -1.0777 -0.4015 4.1810
C 0.1154 -1.0963 4.0980
C 0.9776 -1.0891 5.1829
C 0.6611 -0.3639 6.3198
C -0.5228 0.3525 6.3821
C -1.4014 0.3288 5.3128
C -1.1609 -3.3825 -2.4390
C -1.6917 -2.1484 -2.7676
C -2.1234 -1.9223 -4.0636
C -2.0298 -2.9308 -5.0079
C -1.5012 -4.1669 -4.6675
C -1.0482 -4.3942 -3.3788
H -1.7358 -5.2265 0.5907
H -2.6866 -4.7266 -0.8120
H -3.8301 -3.6902 0.9703
H -2.7964 -2.3875 0.3599
H -1.1356 -2.8727 2.1346
H -2.1715 -4.1502 2.7764
H -2.8014 -2.3670 4.1696
H -3.9751 -2.1511 2.8685
H 0.3732 -1.6352 3.1964
H 1.8906 -1.6623 5.1461
H 1.3387 -0.3582 7.1592
H -0.7635 0.9212 7.2648
H -2.3303 0.8743 5.3520
H -1.7273 -1.3676 -2.0257
H -2.5139 -0.9534 -4.3379
H -2.3685 -2.7529 -6.0155
H -1.4221 -4.9384 -5.4162
H -0.6045 -5.3390 -3.1056
C 3.4005 -4.7696 2.4585
C 2.6823 -4.5134 1.2898
C 2.3889 -3.2189 0.9242
C 2.7743 -2.1223 1.7159
C 2.4062 -0.7868 1.4046
C 3.0292 0.2494 2.0810
C 3.8543 0.0048 3.1826
C 4.1224 -1.2861 3.5767
C 3.5898 -2.3792 2.8634
C 3.8592 -3.7180 3.2179
H 3.6105 -5.7881 2.7517
H 2.3760 -5.3350 0.6625
H 1.8804 -3.0152 -0.0046
H 2.8776 1.2775 1.7818
H 4.2939 0.8378 3.7077
H 4.7887 -1.4694 4.4076
H 4.4411 -3.9114 4.1067
C 4.5844 -0.2474 -1.3389
O 3.5881 0.7569 -1.1843
P 2.0315 0.5502 -1.4940
O 1.6276 2.0545 -1.8761
C 2.3473 2.7672 -2.8901
O 2.2174 -0.2198 -2.9049
C 1.1651 -0.8022 -3.6583
H 5.2384 0.0368 -2.1634
H 4.1463 -1.2170 -1.5626
H 5.1589 -0.3002 -0.4146
H 2.2148 3.8279 -2.6835
H 1.9438 2.5222 -3.8723
H 3.4059 2.5134 -2.8619
H 1.4745 -0.7597 -4.7046
H 0.2303 -0.2548 -3.5291
H 1.0196 -1.8452 -3.3648
```

The HOMO-LUMO gap (spin up / spin down) comes out at 7.2 / 4.8 eV. As for the total energy: -3792.4054 hartree. Its net charge is +2. Its spin multiplicity is 2.

Formula: C29H35Cl2I2NO2P2STeV
Source: the Open Molecules 2025 dataset
Level of theory: wB97M-V/def2-TZVPD

The geometry in XYZ format:
```
76
C29H35Cl2I2NO2P2STeV | the Open Molecules 2025 dataset | wB97M-V/def2-TZVPD
V -0.2249 -0.1617 -0.6644
Cl -3.9425 -1.7133 -0.9605
C -4.1689 -0.2243 -0.1091
C -5.4895 0.1251 0.2420
C -5.7291 1.2738 0.9413
Cl -7.3660 1.6889 1.3610
C -4.6602 2.1304 1.3295
C -4.8317 3.3117 2.0879
C -3.7412 4.0606 2.4187
C -2.4709 3.6335 1.9712
N -2.2727 2.5510 1.2679
C -3.3489 1.7819 0.9517
C -3.1065 0.5810 0.2128
O -1.8880 0.2866 -0.1106
H -6.2979 -0.5283 -0.0471
H -5.8257 3.6008 2.3971
H -3.8332 4.9628 3.0067
H -1.5944 4.2258 2.2092
C 3.5691 -0.6422 -0.4142
P 2.1744 -0.4414 -1.5733
C 2.6044 -1.6920 -2.8347
C 2.6381 1.1550 -2.3594
C 3.7831 1.2795 -3.1434
C 4.1320 2.4940 -3.7018
C 3.3447 3.6152 -3.4727
C 2.2211 3.5103 -2.6761
C 1.8556 2.2866 -2.1178
P 0.3901 2.1502 -1.0345
C -0.8694 3.1856 -1.8419
C 0.8949 3.1653 0.3895
H 4.5036 -0.7213 -0.9721
H 3.4248 -1.5372 0.1935
H 3.6210 0.2091 0.2648
H 3.5099 -1.4065 -3.3686
H 1.7944 -1.8096 -3.5552
H 2.7885 -2.6435 -2.3299
H 4.4208 0.4257 -3.3273
H 5.0165 2.5675 -4.3171
H 3.6121 4.5670 -3.9101
H 1.6206 4.3901 -2.4899
H -1.0875 2.7941 -2.8369
H -0.5448 4.2262 -1.9013
H -1.7796 3.1342 -1.2414
H 1.1037 4.1862 0.0673
H 1.7841 2.7378 0.8541
H 0.0791 3.1539 1.1228
I 0.7555 -0.1986 1.9552
I 3.4455 1.2106 2.9991
Te -1.1187 -0.4517 -3.2334
C 0.2103 -0.0881 -4.8416
C 0.6364 1.1892 -5.1910
C 1.4714 1.3860 -6.2800
C 1.8858 0.3097 -7.0473
C 1.4407 -0.9636 -6.7299
C 0.6070 -1.1590 -5.6403
H 0.3096 2.0428 -4.6176
H 1.7956 2.3883 -6.5281
H 2.5370 0.4633 -7.8964
H 1.7412 -1.8091 -7.3329
H 0.2548 -2.1558 -5.4076
C 1.6659 -5.2656 0.9672
C 0.6048 -4.1778 1.0183
S 0.5181 -3.2650 -0.5177
O -0.5867 -2.2393 -0.2956
C -0.2296 -4.4482 -1.6423
C -1.5657 -4.9962 -1.1695
H 1.7464 -5.7407 1.9428
H 2.6432 -4.8533 0.7175
H 1.4242 -6.0404 0.2401
H 0.8547 -3.4053 1.7490
H -0.3899 -4.5576 1.2490
H 0.5156 -5.2206 -1.8331
H -0.3482 -3.8511 -2.5507
H -1.4421 -5.8388 -0.4915
H -2.1426 -5.3349 -2.0274
H -2.1409 -4.2175 -0.6707
```

The HOMO-LUMO gap (spin up / spin down) comes out at 7.0 / 5.9 eV. As for the total energy: -5140.1116 hartree. Its net charge is 0. Its spin multiplicity is 4.

Formula: C3H6O2
Source: the Open Molecules 2025 dataset
Level of theory: wB97M-V/def2-TZVPD

The geometry in XYZ format:
```
11
C3H6O2 | the Open Molecules 2025 dataset | wB97M-V/def2-TZVPD
O -1.5856 -0.8920 -0.1884
C -0.7757 0.0432 0.4710
C -0.0350 0.9955 -0.5019
C 0.6861 0.0600 0.3867
O 1.2291 -1.1169 -0.0838
H -1.0989 -1.9072 -0.0506
H -1.2057 0.4532 1.3914
H 0.0263 2.0572 -0.2923
H -0.3220 0.5529 -1.5889
H 1.1941 0.6690 1.1624
H 1.8871 -0.9150 -0.7056
```

The HOMO-LUMO gap comes out at 10.3 eV. As for the total energy: -268.2972 hartree. Its net charge is 0.

Formula: C16H17N
Source: the Open Molecules 2025 dataset
Level of theory: wB97M-V/def2-TZVPD

The geometry in XYZ format:
```
34
C16H17N | the Open Molecules 2025 dataset | wB97M-V/def2-TZVPD
C 0.9022 -1.6013 2.1234
C -2.1864 0.1369 0.7935
C -0.8741 0.2121 1.3523
C -0.3725 -1.1038 1.5168
C -1.3798 -1.9716 1.0514
C -2.9227 1.2694 0.3895
C -2.3483 2.5132 0.6408
C -0.3546 1.5065 1.6404
C -1.1343 2.6348 1.3070
N -2.4030 -1.1924 0.5722
H -3.2557 -1.4917 0.1471
H -3.8131 1.0911 -0.2100
H -1.3402 -3.0471 1.0782
H -2.8211 3.3554 0.1334
H 0.5065 1.6884 2.2778
H 1.5880 -0.8540 2.5287
H 1.4126 -2.1769 1.3404
H -0.6048 3.5800 1.4292
H 0.7014 -2.2469 2.9738
C 3.4581 -1.9890 -1.4948
C 0.4877 1.0996 -1.7009
C 0.3255 -0.0158 -2.5088
C 1.5597 1.2133 -0.8490
C 1.3880 -0.9374 -2.5844
C 2.4209 0.1163 -0.6820
C 2.3759 -0.9196 -1.6131
H -0.2938 1.8523 -1.7136
H -0.6875 -0.2775 -2.7924
H 1.7045 2.0481 -0.1743
H 1.2483 -1.8158 -3.2137
H 3.1863 0.2424 0.0701
H 3.0390 -2.9844 -1.6559
H 4.0076 -1.9864 -0.5573
H 4.1271 -1.6801 -2.3015
```

The HOMO-LUMO gap (spin up / spin down) comes out at 2.7 / 6.2 eV. As for the total energy: -674.5854 hartree. Its net charge is -1. Its spin multiplicity is 2.